(1)
Below is 2 unconnected molecules or ions with the total composition C3H6N2O in a non-equilibrium geometry, with properties calculated with the ωB97M-V functional and the def2-TZVPD basis.

Structure (XYZ):
```
12
Properties=species:S:1:pos:R:3:nbo_charge:R:1
O 1.3547 -0.9029 0.9369 -0.604
N -1.3000 -0.4046 0.6415 -0.874
N 2.9284 -0.0480 -1.8712 -0.261
C 2.4885 -0.0476 -0.7958 0.100
C 1.7640 0.2281 0.4446 0.211
C -1.1310 0.6445 -0.3788 -0.436
H -2.1330 -0.2321 1.1927 0.366
H -0.7956 0.2091 -1.3263 0.200
H -1.4242 -1.3065 0.1964 0.366
H -2.0535 1.2018 -0.5819 0.189
H 0.6613 -0.6947 1.5993 0.534
H -0.3596 1.3528 -0.0573 0.210
```

Properties
- Energy: -8232.5141 eV
- HOMO energy: -9.47 eV

***

(2)
Below is a gas-phase ion, C10H13N2O2 (charge +1) in a non-equilibrium geometry, with properties calculated with the ωB97M-V functional and the def2-TZVPD basis.

Structure (XYZ):
```
27
Properties=species:S:1:pos:R:3:nbo_charge:R:1
O 0.8225 -0.5579 -0.3460 -0.499
O -0.7150 1.8411 -2.5082 -0.434
N -0.2868 -0.3777 -2.3425 -0.616
N 0.0210 0.6423 -4.2926 -0.731
C -0.3537 0.7202 -3.0456 0.829
C -1.5503 -1.0831 -0.0907 -0.729
C 2.4345 -1.0490 2.9032 -0.193
C 1.0444 -0.4804 1.0301 0.245
C -1.0627 1.8627 -1.1569 -0.189
C 2.1657 -1.1051 1.5335 -0.234
C 1.7465 -0.1274 3.7100 -0.193
C 0.3981 0.5254 1.7997 -0.279
C -0.4287 -0.4379 -0.8258 0.564
C 0.6691 0.5588 3.1457 -0.197
H 2.7450 -1.8053 0.8666 0.235
H -2.5416 -0.4962 -0.2860 0.263
H -1.5780 -2.1909 -0.5424 0.246
H -1.3943 -1.2013 1.0055 0.283
H 1.8717 -0.0404 4.8055 0.238
H 0.1181 -0.1835 -4.7223 0.411
H 0.0339 1.4682 -4.8938 0.440
H -2.1547 1.8786 -0.9119 0.204
H -0.3896 2.5094 -0.6116 0.204
H 0.2236 -1.1784 -2.6212 0.427
H 3.4331 -1.5121 3.0003 0.240
H 0.3186 1.3783 3.7794 0.229
H -0.4952 1.1115 1.5418 0.233
```

Properties
- Energy: -17645.8879 eV
- HOMO energy (alpha / beta): -11.79 / -11.79 eV
- Net charge: +1

***

(3)
Below is 2 unconnected molecules or ions with the total composition C6H9F2NO2 in a non-equilibrium geometry, with properties calculated with the ωB97M-V functional and the def2-TZVPD basis.

Structure (XYZ):
```
20
Properties=species:S:1:pos:R:3:nbo_charge:R:1
F 1.4902 0.8006 -1.4187 -0.314
F 1.5763 1.5072 0.6893 -0.315
O 2.8672 -1.2952 1.0982 -0.640
O 3.6611 -0.6603 -0.7629 -0.528
N 0.0334 -0.7151 0.3223 -0.436
C 2.8324 -0.5256 0.0679 0.695
C -0.7094 -0.8716 -0.8912 -0.297
C 1.6143 0.4519 -0.1185 0.711
C -1.8425 0.1656 -0.9781 -0.427
C -0.8812 0.1867 1.2357 -0.244
C -1.6759 1.0108 0.2409 -0.432
H 0.0915 -0.8174 -1.6624 0.226
H -0.7873 -1.9737 -0.8010 0.231
H 2.2025 -1.1626 1.7882 0.508
H -1.6498 -0.5272 1.6410 0.194
H -2.9062 -0.2989 -1.1806 0.214
H -1.6766 0.7540 -1.8410 0.218
H -0.5147 0.7754 1.9958 0.212
H -2.5775 1.3180 0.7044 0.218
H -1.1479 1.8772 -0.1292 0.204
```

Properties
- Energy: -17384.9655 eV
- HOMO energy: -9.16 eV

***

(4)
Below is 2 unconnected molecules or ions with the total composition C5H15NO in a non-equilibrium geometry, with properties calculated with the ωB97M-V functional and the def2-TZVPD basis.

Structure (XYZ):
```
22
Properties=species:S:1:pos:R:3:nbo_charge:R:1
O 2.7463 -3.1616 5.4154 -0.929
N 1.4841 1.0213 -2.0888 -0.821
C 0.4143 0.2750 -1.3131 -0.033
C 0.2030 -1.1233 -2.0479 -0.638
C -0.8969 1.1118 -1.3846 -0.408
C -1.9481 0.7755 -0.4486 -0.425
C -2.5655 1.8635 0.5048 -0.601
H 2.3006 0.2696 -2.1126 0.340
H -2.7318 0.2287 -0.9937 0.199
H 0.6928 0.3375 -0.2141 0.175
H -0.4649 2.1186 -1.0316 0.190
H -3.6048 1.7005 0.8603 0.216
H -2.4539 2.8673 0.1209 0.207
H 2.2843 -2.8310 6.1972 0.469
H -1.2213 1.2346 -2.4446 0.215
H 2.5923 -4.0329 5.3547 0.459
H 0.9453 -1.9266 -1.6188 0.203
H -1.6635 -0.0260 0.1646 0.199
H -0.7602 -1.5904 -1.8272 0.214
H -1.8774 1.7780 1.4515 0.197
H 1.9320 1.6187 -1.3748 0.345
H 0.4301 -1.0177 -3.0975 0.225
```

Properties
- Energy: -8964.3596 eV
- HOMO energy: -9.73 eV